# 1
This record from OMol25 describes a structure of composition C25H19BrCl3N2O2PPd. The level of theory is ωB97M-V/def2-TZVPD.

Geometry as ORCA input:
```
! RIJCOSX wB97M-V def2-TZVPD def2/J DEFGRID3
* xyz 0 3
Pd 0.7872 -1.2175 -0.1512
N -0.5875 0.9245 -1.8771
P -0.0739 0.9810 -0.2481
C -1.5357 1.4696 0.7000
C -2.2311 2.6394 0.3789
C -3.3649 2.9961 1.0830
C -3.8139 2.1874 2.1254
C -3.1285 1.0304 2.4503
C -1.9900 0.6663 1.7370
C 0.9728 2.4495 -0.2513
C 1.0364 3.2650 0.8786
C 1.9250 4.3273 0.9189
C 2.7551 4.5844 -0.1641
C 2.7025 3.7712 -1.2862
C 1.8215 2.7010 -1.3273
C -0.8855 -0.2668 -2.5140
C -1.3556 -0.2873 -3.8315
C -1.5934 -1.5069 -4.4183
C -1.3603 -2.6830 -3.7072
C -0.8947 -2.5691 -2.4195
N -0.6815 -1.3864 -1.8234
H -0.8076 1.7734 -2.3752
H -1.8761 3.2847 -0.4177
H -3.8991 3.9028 0.8308
H -4.6994 2.4674 2.6811
H -3.4729 0.3995 3.2593
H -1.4647 -0.2441 1.9927
H 0.3910 3.0772 1.7275
H 1.9700 4.9561 1.7982
H 3.4483 5.4145 -0.1292
H 3.3580 3.9599 -2.1260
H 1.8088 2.0496 -2.1928
H -1.5096 0.6392 -4.3677
H -1.9527 -1.5481 -5.4386
H -1.5228 -3.6564 -4.1440
H -0.6633 -3.4405 -1.8205
Br -1.6829 -4.2134 5.3619
C -0.9924 -3.3716 3.8119
C -1.5940 -3.6011 2.5871
C -1.0818 -2.9724 1.4551
C 0.0219 -2.1313 1.5396
C 0.6090 -1.9189 2.7831
C 0.1082 -2.5370 3.9239
H -2.4522 -4.2563 2.5168
H -1.5768 -3.1417 0.5045
H 1.4776 -1.2762 2.8755
H 0.5697 -2.3737 4.8887
Cl 4.7853 -3.1024 -2.8453
C 4.6777 -2.3274 -1.2628
Cl 5.6952 -0.8741 -1.2624
Cl 5.2446 -3.4573 -0.0163
C 3.2139 -1.9454 -0.9022
O 2.2836 -2.4407 -1.5639
O 3.0819 -1.1704 0.0742
*
```

orbital gap (alpha / beta)	7.8 / 7.4	eV
HOMO level (alpha / beta)	-0.279 / -0.304	Eh
energy above the lowest of the compared OMol25 structures with the same formula, charge and spin	0.0	kcal/mol

Atomic partial charges in e from the natural (NBO) method, atoms 1 to 5: 0.8818, -0.9013, 1.1383, -0.4216, -0.1268


# 2
This record from OMol25 describes a cluster of 11 separate species, C37H56N4O21 in total. The level of theory is ωB97M-V/def2-TZVPD.

Geometry as ORCA input:
```
! RIJCOSX wB97M-V def2-TZVPD def2/J DEFGRID3
* xyz 0 1
C -0.1516 0.2262 -1.0285
C 0.1594 0.4079 0.4680
O 0.7791 -0.8323 0.8460
C 0.7215 -1.7097 -0.1865
O 1.1088 -2.8202 -0.0932
O 0.0121 -1.2097 -1.2130
H 0.3807 0.8660 -1.7302
H -1.2055 0.4468 -1.2006
H -0.7478 0.6256 1.0269
H 0.8803 1.1819 0.7083
C 2.2646 1.2262 3.2243
C 2.4932 1.9765 4.5263
O 2.1072 0.9733 5.4973
C 2.1312 -0.2410 4.9168
O 1.9741 -1.2327 5.5130
O 2.3512 -0.1559 3.5918
H 2.9906 1.4716 2.4559
H 1.2633 1.4204 2.8513
H 1.8222 2.8299 4.5551
H 3.5169 2.2740 4.7386
C -2.2898 3.7461 2.0837
C -1.9288 4.7398 3.1967
O -1.7117 5.9466 2.4873
C -2.0914 5.8269 1.2001
O -2.1073 6.7179 0.4397
O -2.4277 4.5708 0.9123
H -3.1852 3.1475 2.2365
H -1.4822 3.0296 1.9279
H -0.9608 4.4100 3.5783
H -2.6657 4.7975 3.9888
C 1.6325 -4.5930 -2.9781
C 3.1475 -4.4733 -2.8784
O 3.5043 -3.7440 -4.0619
C 2.4129 -3.2102 -4.6119
O 2.4318 -2.4265 -5.4834
O 1.2846 -3.7533 -4.0827
H 1.1290 -4.2218 -2.0870
H 1.2361 -5.5797 -3.2044
H 3.5814 -5.4688 -2.8968
H 3.4572 -3.9637 -1.9711
C 3.8190 -3.9661 1.6627
C 3.1343 -5.3271 1.5430
O 3.7807 -5.9088 0.3732
C 4.8141 -5.1602 -0.0248
O 5.5762 -5.4600 -0.8498
O 4.8168 -3.9783 0.6287
H 4.2696 -3.8404 2.6509
H 3.1373 -3.1255 1.5307
H 2.0766 -5.2911 1.3041
H 3.3126 -6.0314 2.3505
C -0.1218 -3.1692 3.2345
C -1.4255 -3.1961 4.0352
O -1.6154 -4.5703 4.3444
C -0.9259 -5.3088 3.4311
O -1.1923 -6.4074 3.1007
O 0.0307 -4.5501 2.8445
H 0.7571 -2.8837 3.8056
H -0.2171 -2.6198 2.3059
H -2.2602 -2.7964 3.4597
H -1.3245 -2.6195 4.9526
C 1.0861 4.2530 -1.4726
C 1.4645 5.6307 -0.9412
O 1.9122 5.3078 0.3988
C 1.3544 4.1619 0.7875
O 1.3881 3.6924 1.8688
O 0.6885 3.5694 -0.2427
H 1.9787 3.7373 -1.8377
H 0.2811 4.2761 -2.1881
H 0.6537 6.3481 -0.8584
H 2.3001 6.0160 -1.5154
C -7.2670 1.5136 -2.8211
C -6.2658 0.5492 -3.4077
C -5.2405 1.2931 -4.2931
C -3.9794 1.5531 -3.5861
N -2.9939 1.7428 -3.0047
H -8.1321 0.9765 -2.4192
H -7.7082 2.1663 -3.5816
H -6.8459 2.1268 -2.0248
H -6.8015 -0.1450 -4.0504
H -5.7702 0.0332 -2.5954
H -5.6261 2.2959 -4.5177
H -5.0276 0.8247 -5.2501
C 2.9509 1.4348 -3.9399
C 2.8223 0.2516 -2.9727
C 4.0841 -0.5429 -2.7957
C 5.2622 0.2397 -2.4346
N 6.1801 0.8947 -2.1699
H 2.8029 1.1403 -4.9788
H 3.9150 1.9324 -3.8330
H 2.1745 2.1666 -3.7114
H 2.0166 -0.4172 -3.2873
H 2.5109 0.6621 -2.0023
H 4.3412 -1.0698 -3.7267
H 3.9748 -1.3684 -2.0859
C -2.8020 2.6769 6.7369
C -1.4828 1.9251 6.8797
C -1.4394 0.5677 6.1804
C -1.5688 0.6656 4.7103
N -1.6613 0.7225 3.5551
H -2.8524 3.2169 5.8009
H -2.9865 3.3527 7.5761
H -3.6539 1.9905 6.8499
H -1.0904 1.7813 7.8880
H -0.7103 2.5703 6.4352
H -2.2184 -0.1167 6.5237
H -0.4591 0.1019 6.3394
C -2.0176 -0.5005 -6.5256
C -0.9274 -0.8289 -5.5014
C -1.3180 -1.9227 -4.5388
C -2.5831 -1.6978 -3.8681
N -3.5858 -1.5386 -3.3307
H -1.6667 0.3174 -7.1530
H -2.8966 -0.0795 -6.0300
H -2.2726 -1.4128 -7.0553
H -0.5956 0.0792 -4.9877
H -0.0583 -1.1408 -6.0841
H -0.5400 -2.1044 -3.7970
H -1.3584 -2.8853 -5.0598
*
```

orbital gap	11.1	eV
SMILES	O=C1OCCO1.O=C1OCCO1.O=C1OCCO1.O=C1OCCO1.O=C1OCCO1.O=C1OCCO1.O=C1OCCO1.CCCC#N.CCCC#N.CCCC#N.CCCC#N
HOMO level	-0.402	Eh
energy above the lowest of the compared OMol25 structures with the same formula, charge and spin	0.0	kcal/mol

Atomic partial charges in e from the Mulliken method, atoms 1 to 5: -0.0660, 0.7494, -0.0610, 0.2752, -0.4939


# 3
This record from OMol25 describes the ion C6H16N6 with charge +2. The level of theory is ωB97M-V/def2-TZVPD.

Geometry as ORCA input:
```
! RIJCOSX wB97M-V def2-TZVPD def2/J DEFGRID3
* xyz 2 1
C -1.9338 0.7657 0.0261
C -1.5127 -1.7785 -0.4063
C -0.6303 1.0695 0.6906
C 0.6243 0.2291 0.6577
C 1.6578 1.3551 -1.2491
C 3.0311 -0.0483 0.2186
N -0.3708 -1.8975 -0.9120
N -2.2448 -0.4366 -0.4316
N -2.7672 1.7348 -0.2197
N -2.3898 -2.7563 -0.1123
N 0.7305 -0.6267 1.6570
N 1.6405 0.5699 -0.0273
H -0.2561 2.0488 0.2289
H -0.8065 1.3621 1.7677
H 2.0171 0.5460 -2.0062
H 0.7757 1.7227 -1.6501
H 2.4956 2.1066 -1.1876
H 3.4204 -0.6507 -0.5983
H 3.7128 0.7812 0.4181
H 2.9701 -0.5784 1.2268
H -3.1276 -0.3531 -0.8779
H -2.6271 2.6713 0.2487
H -3.8158 1.5764 -0.2668
H -1.8747 -3.6630 -0.0935
H -3.3866 -2.7288 0.1211
H 1.4251 -1.2686 1.8827
H 0.0359 -0.8716 2.3453
H 0.2121 -1.0022 -1.1712
*
```

orbital gap	9.7	eV
SMILES	[H]/N=C(/N)NC(=[NH2+])CC(N)=[N+](C)C
HOMO level	-0.618	Eh
energy above the lowest of the compared OMol25 structures with the same formula, charge and spin	35.6	kcal/mol

Atomic partial charges in e from the natural (NBO) method, atoms 1 to 5: 0.5748, 0.5758, -0.5642, 0.5583, -0.4469


# 4
This record from OMol25 describes the ion C6H13N2O2S with charge +1. The level of theory is ωB97M-V/def2-TZVPD.

Geometry as ORCA input:
```
! RIJCOSX wB97M-V def2-TZVPD def2/J DEFGRID3
* xyz 1 1
C -0.4683 -0.3530 1.1727
C 0.8387 -0.8604 2.8789
C -0.4136 0.0642 3.2739
C 1.5206 1.4015 -2.4962
C -1.6126 -0.8914 -2.6188
C 0.3888 1.1603 -1.4593
N 0.6439 -0.9653 1.4541
N -0.8175 0.5748 2.0326
O 0.7848 -1.3860 -1.2658
O -1.1308 -0.2271 0.0936
S -0.1309 -0.3336 -1.4701
H 1.7037 -0.1465 2.9911
H 1.1796 -1.7353 3.3647
H -1.2397 -0.4616 3.7428
H -0.0927 0.8118 3.9844
H 2.2304 0.6103 -2.6598
H 1.1250 1.8754 -3.4508
H 2.2928 2.1430 -2.1181
H -1.8420 0.1645 -2.9014
H -1.3570 -1.4275 -3.5288
H -2.4836 -1.2719 -2.0779
H -0.4155 1.9086 -1.6395
H 0.9411 -1.7290 0.8842
H -1.6452 1.0743 1.8133
*
```

orbital gap	8.9	eV
SMILES	CC=[S@@](C)(=O)OC1=[NH+]CCN1
HOMO level	-0.460	Eh
energy above the lowest of the compared OMol25 structures with the same formula, charge and spin	65.5	kcal/mol

Atomic partial charges in e from the natural (NBO) method, atoms 1 to 5: 0.7984, -0.2292, -0.2247, -0.6426, -0.7659


# 5
This record from OMol25 describes a structure of composition C2H8BrO2Sr. The level of theory is ωB97M-V/def2-TZVPD.

Geometry as ORCA input:
```
! RIJCOSX wB97M-V def2-TZVPD def2/J DEFGRID3
* xyz 2 2
Sr -1.2425 1.8652 -3.2948
Br -1.8791 0.4846 -0.7845
C -1.3903 -1.2199 2.8637
O -0.4051 -0.6612 2.0579
H -0.9145 -1.9041 3.5663
H -1.9134 -0.4845 3.4751
H -2.1751 -1.6692 2.2553
H -0.7661 -0.4547 1.1926
C 1.8059 0.6304 -1.5139
O 1.2002 0.9989 -2.7985
H 2.6735 1.2548 -1.3008
H 1.1018 0.7490 -0.6904
H 2.0322 -0.4348 -1.5614
H 1.8725 0.8457 -3.4665
*
```

orbital gap (alpha / beta)	8.8 / 4.5	eV
HOMO level (alpha / beta)	-0.614 / -0.612	Eh

Atomic partial charges in e from the natural (NBO) method, atoms 1 to 5: 1.9029, -0.8675, -0.3216, -0.1700, 0.2929


# 6
This record from OMol25 describes a cluster of 17 separate species, C53H40Cl64N3O6PS2 in total. The level of theory is ωB97M-V/def2-TZVPD.

Geometry as ORCA input:
```
! RIJCOSX wB97M-V def2-TZVPD def2/J DEFGRID3
* xyz 0 1
C 4.3432 -2.8765 4.0859
C 3.0133 -2.6250 3.2941
C 2.7485 -3.7312 2.2673
O 3.8360 -3.9694 1.3789
C 4.1269 -2.9117 0.5752
C 5.1061 -1.9962 0.9294
C 5.4427 -0.9201 0.1376
C 6.5182 0.0130 0.7019
C 5.8627 0.9289 1.7903
O 5.4956 2.1321 1.1077
C 4.8127 -0.7076 -1.1056
P 5.3221 0.7577 -2.0829
C 3.9520 1.4420 -3.1039
C 4.0911 2.9731 -3.3549
C 6.8631 0.4510 -3.0821
C 8.0557 1.1661 -2.3652
C 3.8295 -1.6457 -1.4624
C 3.4808 -2.7120 -0.6392
C 2.3566 -3.6338 -1.1125
O 2.3822 -4.8339 -0.9867
C 1.2053 -2.8965 -1.7985
C -0.1502 -3.2250 -1.5926
C -0.5716 -4.3455 -0.6695
C -0.6116 -4.1164 0.6999
C -0.9936 -5.0676 1.6458
C -1.3725 -6.2987 1.1012
C -1.3230 -6.4153 -0.2780
N -0.9362 -5.5212 -1.1717
C -1.0810 -2.4555 -2.2455
C -0.7520 -1.4054 -3.0690
C -1.8782 -0.5944 -3.7017
C -2.8913 -0.1233 -2.6204
C -2.2220 0.5234 -1.3997
S -1.5065 2.1686 -1.7822
C -1.7522 3.0736 -0.2606
S -1.4995 2.4138 1.1878
N -2.1755 4.4235 -0.4599
C -1.3744 5.5112 -0.3088
C -2.2251 6.5533 -0.6473
N -3.4502 6.0577 -0.9513
C -3.4367 4.7539 -0.8306
C 0.5806 -1.0732 -3.3026
C 0.9209 0.0979 -4.2165
C 0.3746 -0.1457 -5.6552
O 0.4199 -1.1973 -6.2274
O -0.1590 0.9819 -6.2622
C 1.5494 -1.8370 -2.6470
C 3.0588 -1.5828 -2.7951
O 3.5807 -1.4055 -3.8698
H 4.0898 -3.4672 4.9760
H 5.0715 -3.4251 3.4777
H 4.7409 -1.8945 4.3711
H 2.9787 -1.6290 2.8428
H 2.2131 -2.7091 4.0487
H 2.6012 -4.6496 2.8396
H 1.8281 -3.5718 1.6894
H 5.6189 -2.1547 1.8769
H 7.2976 -0.5931 1.1857
H 6.9482 0.6709 -0.0537
H 6.5900 1.1627 2.5840
H 4.9509 0.4604 2.1826
H 4.7236 2.5170 1.5390
H 2.9883 1.1881 -2.6455
H 4.0507 0.9784 -4.0950
H 5.1500 3.2580 -3.4223
H 3.6790 3.1441 -4.3635
H 3.5380 3.5647 -2.6202
H 6.7302 0.9982 -4.0243
H 7.0937 -0.6061 -3.2543
H 7.7132 2.0725 -1.8510
H 8.8804 1.3867 -3.0556
H 8.4462 0.4642 -1.6130
H -0.3121 -3.1266 1.0581
H -1.0148 -4.8570 2.7314
H -1.7068 -7.1127 1.7408
H -1.6538 -7.3773 -0.6854
H -2.1441 -2.6614 -2.1212
H -1.5059 0.2974 -4.2157
H -2.4048 -1.1948 -4.4561
H -3.4191 -1.0155 -2.2515
H -3.6476 0.5682 -3.0136
H -2.9931 0.6856 -0.6314
H -1.4447 -0.0860 -0.9280
H -0.3385 5.5299 -0.0030
H -1.9355 7.5969 -0.6743
H -4.2579 4.0773 -1.0232
H 2.0011 0.2555 -4.3090
H 0.5095 1.0334 -3.8026
H -0.6759 1.4119 -5.5658
C 2.7666 1.9685 4.6585
Cl 3.4915 0.5444 3.9003
Cl 2.5609 3.2425 3.4443
Cl 1.1924 1.5136 5.3160
Cl 3.8133 2.5529 5.9558
C 0.5627 -6.4240 5.7051
Cl -0.5683 -7.6618 6.2532
Cl 0.6894 -5.1428 6.9214
Cl 2.1437 -7.1705 5.4563
Cl -0.0308 -5.7057 4.1852
C -6.5616 5.7752 -3.7140
Cl -7.5720 4.5355 -2.9501
Cl -5.2805 6.2627 -2.5868
Cl -5.8267 5.1113 -5.1841
Cl -7.5718 7.1695 -4.1410
C -8.6152 9.5382 -0.9559
Cl -7.4366 8.2710 -1.2996
Cl -9.8161 9.5843 -2.2557
Cl -9.4229 9.2003 0.5834
Cl -7.7923 11.1017 -0.8584
C -2.4548 -10.9049 4.7010
Cl -1.0675 -11.8029 5.3277
Cl -3.4442 -11.9693 3.6953
Cl -3.4238 -10.2973 6.0514
Cl -1.8800 -9.5414 3.7334
C 4.5503 -4.5111 -5.4359
Cl 4.6519 -5.9104 -6.5147
Cl 3.6507 -4.9582 -3.9772
Cl 6.1831 -3.9964 -4.9832
Cl 3.7234 -3.1873 -6.2571
C 5.8179 2.1374 -7.0544
Cl 4.8677 0.8839 -6.2319
Cl 7.0858 2.7429 -5.9790
Cl 6.5581 1.4525 -8.5044
Cl 4.7508 3.4722 -7.5086
C -2.0735 -1.3387 5.2003
Cl -1.2783 -2.7340 4.4537
Cl -2.2824 -0.0652 3.9862
Cl -3.6495 -1.8266 5.8306
Cl -1.0707 -0.7289 6.5224
C 2.0596 -4.3978 10.6523
Cl 2.7363 -5.9899 10.2900
Cl 2.3655 -3.3062 9.2911
Cl 0.3160 -4.5417 10.9077
Cl 2.8201 -3.7467 12.1080
C -5.9624 1.3692 7.0218
Cl -5.4870 0.2573 8.3138
Cl -6.1349 3.0002 7.6820
Cl -4.7198 1.3784 5.7633
Cl -7.4991 0.8354 6.3220
C -11.8558 10.1738 -5.7437
Cl -10.2714 9.4245 -5.5024
Cl -12.8918 9.0757 -6.6670
Cl -12.5999 10.5043 -4.1733
Cl -11.6601 11.6854 -6.6349
C 4.7530 0.2816 12.1596
Cl 4.4802 -0.0467 13.8766
Cl 3.9460 -0.9569 11.1908
Cl 4.0966 1.8735 11.7527
Cl 6.4892 0.2565 11.8235
C 1.8018 -0.3006 -9.8373
Cl 2.5887 -1.7193 -10.5452
Cl 1.5685 0.9299 -11.0900
Cl 0.2554 -0.7593 -9.1372
Cl 2.7964 0.3452 -8.5387
C 3.7032 -9.3518 2.3550
Cl 3.7513 -10.9199 1.5312
Cl 2.4521 -9.3780 3.6089
Cl 5.2741 -9.0342 3.1099
Cl 3.3410 -8.0845 1.1931
C -10.1440 11.7739 -10.5750
Cl -11.1500 10.5457 -9.8000
Cl -8.9164 12.3347 -9.4313
Cl -9.3528 11.0811 -11.9969
Cl -11.1558 13.1382 -11.0690
C -10.6159 3.0545 7.4474
Cl -9.8153 4.1754 6.3375
Cl -11.5115 1.8442 6.5176
Cl -9.4003 2.2481 8.4426
Cl -11.7352 3.9489 8.4842
*
```

orbital gap	5.9	eV
HOMO level	-0.268	Eh
energy above the lowest of the compared OMol25 structures with the same formula, charge and spin	45.9	kcal/mol

Atomic partial charges in e from the Mulliken method, atoms 1 to 5: -1.2959, -0.0700, 1.0337, -0.7684, -0.4379